## one
Molecular formula: C36H72O16
Method: DFT, ωB97M-V/def2-TZVPD

Output
HOMO-LUMO gap in eV: 9.6643
HOMO in eV: -9.2

Each atom is followed by the atoms it is bonded to, with distances in Å.
Geometry (Å):
1 O -31.694 -69.994 -27.823  C20 1.369, C51 1.354
2 O -33.348 -58.428 -27.824  C29 1.379, C35 1.275
3 O -29.603 -56.623 -32.561  C44 1.332
4 O -29.918 -65.998 -24.764  C38 1.264
5 O -28.899 -60.779 -24.779  C34 1.230
6 O -26.920 -60.474 -30.886  C26 1.316
7 O -31.144 -58.322 -28.017  C35 1.143
8 O -34.690 -61.224 -32.459  C33 1.328, C36 1.413
9 O -35.701 -63.962 -25.140  C48 1.256
10 O -33.178 -68.350 -28.516  C51 1.180
11 O -29.901 -65.215 -22.604  C18 1.463, C38 1.303
12 O -28.293 -65.060 -31.622  C41 1.225
13 O -30.437 -65.154 -32.262  C25 1.477, C41 1.387
14 O -31.089 -60.231 -24.784  C31 1.444, C34 1.250
15 O -31.964 -63.386 -27.952  C28 1.335
16 O -32.411 -61.307 -32.011  C33 1.314
17 C -31.583 -72.412 -28.171  C20 1.642, H71 1.156, H86 1.191, H120 1.136
18 C -30.340 -63.900 -23.069  O11 1.463, C49 1.536, H90 1.130, H119 1.085
19 C -25.298 -58.850 -30.352  C26 1.468, H53 1.023, H57 1.046, H95 1.191
20 C -32.484 -71.041 -28.217  O1 1.369, C17 1.642, H72 1.033, H102 1.113
21 C -31.440 -67.641 -27.270  C51 1.528, H59 1.060, H98 1.011, H100 1.142
22 C -29.667 -64.320 -27.891  C28 1.542, H67 1.157, H73 1.153, H88 1.166
23 C -26.969 -59.558 -28.572  C26 1.486, H74 1.086, H76 1.049, H84 1.034
24 C -34.956 -59.471 -29.058  C29 1.526, H65 1.025, H117 1.029, H123 1.117
25 C -30.760 -66.440 -31.611  O13 1.477, C30 1.497, H108 1.129, H111 1.113
26 C -26.477 -59.637 -29.972  O6 1.316, C19 1.468, C23 1.486
27 C -29.257 -63.215 -32.847  C41 1.449, H78 1.106, H92 1.103, H109 1.179
28 C -30.737 -63.379 -28.480  O15 1.335, C22 1.542, C43 1.677
29 C -33.449 -59.310 -28.879  O2 1.379, C24 1.526, H54 1.068, H107 1.125
30 C -32.176 -66.308 -31.143  C25 1.497, H85 1.062, H89 1.047, H101 1.073
31 C -31.518 -61.149 -25.814  O14 1.444, C46 1.526, H83 1.042, H113 1.018
32 C -36.033 -59.611 -33.673  C36 1.633, H55 0.919, H66 1.047, H75 1.163
33 C -33.635 -61.760 -31.857  O8 1.328, O16 1.314, C37 1.397
34 C -29.898 -60.164 -24.412  O5 1.230, O14 1.250, C47 1.534
35 C -32.164 -58.003 -27.613  O2 1.275, O7 1.143, C40 1.608
36 C -34.565 -59.941 -33.038  O8 1.413, C32 1.633, H70 1.047, H103 1.035
37 C -33.740 -62.964 -31.157  C33 1.397, H80 1.205, H112 1.144, H114 0.981
38 C -29.648 -66.093 -23.533  O4 1.264, O11 1.303, C39 1.526
39 C -29.038 -67.414 -23.072  C38 1.526, H64 0.994, H69 1.106, H124 1.224
40 C -32.086 -57.104 -26.282  C35 1.608, H60 1.170, H81 1.169, H93 1.162
41 C -29.191 -64.546 -32.277  O12 1.225, O13 1.387, C27 1.449
42 C -30.196 -58.581 -31.236  C44 1.517, H62 0.946, H96 0.967, H116 1.132
43 C -30.253 -62.128 -29.485  C28 1.677, H77 1.065, H105 1.154, H118 1.068
44 C -29.380 -57.915 -32.328  O3 1.332, C42 1.517, C52 1.541
45 C -33.521 -64.888 -25.178  C48 1.468, H56 1.017, H106 1.048, H121 1.019
46 C -33.032 -61.326 -25.772  C31 1.526, H79 1.163, H87 1.093, H110 1.101
47 C -29.672 -59.103 -23.327  C34 1.534, H61 1.195, H99 1.129, H122 1.123
48 C -34.850 -64.649 -25.757  O9 1.256, C45 1.468, C50 1.536
49 C -30.098 -62.849 -21.974  C18 1.536, H63 1.108, H97 1.187, H115 1.095
50 C -35.126 -65.445 -27.041  C48 1.536, H82 1.172, H91 1.235, H94 1.093
51 C -32.250 -68.764 -27.917  O1 1.354, O10 1.180, C21 1.528
52 C -28.484 -58.799 -33.217  C44 1.541, H58 1.200, H68 1.066, H104 1.204
53 H -24.652 -58.810 -29.560  C19 1.023
54 H -33.140 -58.869 -29.802  C29 1.068
55 H -36.713 -59.650 -33.056  C32 0.919
56 H -33.359 -64.264 -24.392  C45 1.017
57 H -25.573 -57.880 -30.631  C19 1.046
58 H -29.170 -59.377 -34.013  C52 1.200
59 H -30.442 -67.788 -27.595  C21 1.060
60 H -31.452 -56.157 -26.545  C40 1.170
61 H -29.929 -59.439 -22.210  C47 1.195
62 H -30.117 -58.205 -30.371  C42 0.946
63 H -29.040 -63.070 -21.732  C49 1.108
64 H -29.330 -67.557 -22.133  C39 0.994
65 H -35.412 -59.900 -28.246  C24 1.025
66 H -36.091 -58.568 -33.745  C32 1.047
67 H -29.811 -64.466 -26.753  C22 1.157
68 H -28.062 -58.220 -34.005  C52 1.066
69 H -27.932 -67.441 -23.067  C39 1.106
70 H -33.731 -59.754 -33.644  C36 1.047
71 H -31.227 -72.663 -27.100  C17 1.156
72 H -32.665 -70.927 -29.228  C20 1.033
73 H -29.709 -65.207 -28.627  C22 1.153
74 H -27.944 -59.971 -28.333  C23 1.086
75 H -36.316 -60.336 -34.537  C32 1.163
76 H -27.179 -58.539 -28.437  C23 1.049
77 H -29.448 -62.150 -30.181  C43 1.065
78 H -29.142 -63.256 -33.946  C27 1.106
79 H -33.332 -61.904 -24.809  C46 1.163
80 H -32.738 -62.955 -30.488  C37 1.205
81 H -31.591 -57.689 -25.399  C40 1.169
82 H -36.290 -65.434 -27.176  C50 1.172
83 H -31.027 -62.047 -25.619  C31 1.042
84 H -26.262 -59.748 -27.843  C23 1.034
85 H -32.935 -66.264 -31.885  C30 1.062
86 H -30.925 -72.138 -29.125  C17 1.191
87 H -33.423 -61.811 -26.670  C46 1.093
88 H -28.591 -63.951 -27.634  C22 1.166
89 H -32.448 -67.049 -30.454  C30 1.047
90 H -29.638 -63.616 -23.908  C18 1.130
91 H -34.543 -66.516 -26.845  C50 1.235
92 H -30.292 -62.832 -32.845  C27 1.103
93 H -33.175 -56.741 -26.100  C40 1.162
94 H -34.713 -64.711 -27.738  C50 1.093
95 H -24.584 -59.218 -31.231  C19 1.191
96 H -31.079 -58.331 -31.543  C42 0.967
97 H -30.550 -61.790 -22.262  C49 1.187
98 H -31.551 -67.639 -26.265  C21 1.011
99 H -28.577 -58.832 -23.262  C47 1.129
100 H -31.572 -66.525 -27.475  C21 1.142
101 H -32.335 -65.431 -30.547  C30 1.073
102 H -33.461 -71.112 -27.689  C20 1.113
103 H -34.437 -59.250 -32.277  C36 1.035
104 H -27.840 -59.387 -32.386  C52 1.204
105 H -30.016 -61.295 -28.722  C43 1.154
106 H -32.812 -64.608 -25.897  C45 1.048
107 H -32.981 -60.292 -28.590  C29 1.125
108 H -30.773 -67.174 -32.468  C25 1.129
109 H -28.507 -62.557 -32.218  C27 1.179
110 H -33.645 -60.415 -25.681  C46 1.101
111 H -30.024 -66.710 -30.821  C25 1.113
112 H -33.748 -63.892 -31.827  C37 1.144
113 H -31.245 -60.757 -26.713  C31 1.018
114 H -34.503 -63.114 -30.559  C37 0.981
115 H -30.495 -63.023 -20.968  C49 1.095
116 H -30.160 -59.705 -31.100  C42 1.132
117 H -35.451 -58.664 -29.461  C24 1.029
118 H -31.219 -62.167 -29.941  C43 1.068
119 H -31.396 -63.867 -23.313  C18 1.085
120 H -32.219 -73.229 -28.639  C17 1.136
121 H -33.389 -65.880 -24.987  C45 1.019
122 H -30.154 -58.154 -23.685  C47 1.123
123 H -35.201 -60.132 -29.924  C24 1.117
124 H -29.451 -68.357 -23.734  C39 1.224

Atomic partial charges in e from the Mulliken method, atoms 1 to 5:
1 O -0.244
2 O -0.312
3 O -0.664
4 O -0.462
5 O -0.639



## two
Molecular formula: C36H72O16
Method: DFT, ωB97M-V/def2-TZVPD

Output
HOMO-LUMO gap in eV: 8.5342
HOMO in eV: -8.3

Each atom is followed by the atoms it is bonded to, with distances in Å.
Geometry (Å):
1 O 6.812 -4.994 1.651  C23 1.471, C42 1.403
2 O -10.903 -2.052 -1.479  C19 1.465, C21 1.413
3 O -0.743 11.479 0.459  C31 1.309, H90 0.960
4 O -2.342 -0.470 0.839  C48 1.433, C52 1.394
5 O -3.653 -7.311 -0.665  C43 1.481, C46 1.482
6 O 1.261 2.988 9.602  C20 1.359, H104 0.960
7 O 1.371 -4.726 -4.629  C28 1.415, C41 1.383
8 O 4.166 -2.740 2.618  C17 1.354, C18 1.413
9 O 0.707 0.905 -0.711  C22 1.500, C29 1.427
10 O 4.611 5.095 5.777  C32 1.356, H120 0.960
11 O -8.002 -2.073 -2.175  C40 1.428, C45 1.469
12 O 2.937 -6.573 -6.179  C26 1.419, C36 1.408
13 O 4.801 3.983 -4.094  C35 1.475, C49 1.395
14 O 5.708 6.697 -1.814  C34 1.392, C38 1.399
15 O -7.243 -7.727 -2.117  C30 1.481, C44 1.479
16 O 1.542 7.380 3.290  C50 1.341, H70 0.960
17 C 5.334 -3.401 2.792  O8 1.354, C42 1.518, H57 1.090, H83 1.090
18 C 3.652 -2.018 3.719  O8 1.413, H59 1.090, H82 1.090, H101 1.090
19 C -11.696 -0.889 -1.885  O2 1.465, H77 1.090, H86 1.090, H117 1.090
20 C 1.987 3.594 8.626  O6 1.359, C27 1.363, C33 1.396
21 C -10.246 -2.603 -2.602  O2 1.413, C45 1.552, H66 1.090, H68 1.090
22 C -0.782 0.724 -0.691  O9 1.500, C48 1.594, H67 1.090, H105 1.090
23 C 8.033 -4.257 1.291  O1 1.471, H53 1.090, H84 1.090, H96 1.090
24 C 2.814 3.650 6.338  C27 1.421, C32 1.374, H91 1.080
25 C 0.120 8.224 1.674  C47 1.429, C50 1.378, H123 1.080
26 C 3.486 -6.013 -4.998  O12 1.419, C41 1.534, H64 1.090, H93 1.090
27 C 2.026 3.069 7.368  C20 1.363, C24 1.421, H116 1.080
28 C 1.376 -3.353 -4.286  O7 1.415, H74 1.090, H110 1.090, H112 1.090
29 C 1.099 1.803 0.328  O9 1.427, H87 1.090, H88 1.090, H102 1.090
30 C -8.615 -7.888 -1.582  O15 1.481, H65 1.090, H107 1.090, H114 1.090
31 C -0.234 10.621 1.307  O3 1.309, C37 1.397, C47 1.344
32 C 3.671 4.674 6.659  O10 1.356, C24 1.374, C51 1.411
33 C 2.814 4.669 8.954  C20 1.396, C51 1.395, H108 1.080
34 C 4.753 6.724 -0.802  O14 1.392, H61 1.090, H81 1.090, H121 1.090
35 C 3.747 3.013 -4.444  O13 1.475, H63 1.090, H80 1.090, H113 1.090
36 C 3.785 -7.128 -7.157  O12 1.408, H79 1.090, H111 1.090, H122 1.090
37 C 0.600 10.911 2.389  C31 1.397, C39 1.463, H106 1.080
38 C 5.763 5.526 -2.578  O14 1.399, C49 1.501, H73 1.090, H124 1.090
39 C 1.289 9.802 3.049  C37 1.463, C50 1.420, H69 1.080
40 C -6.725 -1.518 -2.490  O11 1.428, H71 1.090, H89 1.090, H92 1.090
41 C 2.299 -5.612 -4.113  O7 1.383, C26 1.534, H55 1.090, H94 1.090
42 C 5.596 -4.298 1.595  O1 1.403, C17 1.518, H76 1.090, H95 1.090
43 C -4.763 -7.571 -1.610  O5 1.481, C44 1.558, H54 1.090, H99 1.090
44 C -6.213 -7.717 -1.057  O15 1.479, C43 1.558, H72 1.090, H97 1.090
45 C -9.090 -1.687 -3.084  O11 1.469, C21 1.552, H62 1.090, H100 1.090
46 C -3.872 -5.976 -0.060  O5 1.482, H56 1.090, H75 1.090, H85 1.090
47 C -0.450 9.335 0.980  C25 1.429, C31 1.344, H98 1.080
48 C -1.128 -0.621 0.093  O4 1.433, C22 1.594, H78 1.090, H115 1.090
49 C 4.495 4.967 -3.154  O13 1.395, C38 1.501, H118 1.090, H119 1.090
50 C 0.952 8.456 2.748  O16 1.341, C25 1.378, C39 1.420
51 C 3.627 5.215 7.961  C32 1.411, C33 1.395, H60 1.080
52 C -2.145 0.228 2.030  O4 1.394, H58 1.090, H103 1.090, H109 1.090
53 H 8.842 -4.901 1.637  C23 1.090
54 H -4.840 -6.679 -2.232  C43 1.090
55 H 2.613 -5.286 -3.121  C41 1.090
56 H -3.999 -5.236 -0.850  C46 1.090
57 H 5.192 -4.014 3.682  C17 1.090
58 H -3.046 0.645 2.480  C52 1.090
59 H 2.931 -2.530 4.357  C18 1.090
60 H 4.235 6.094 8.117  C51 1.080
61 H 4.864 7.631 -0.206  C34 1.090
62 H -8.802 -2.038 -4.075  C45 1.090
63 H 4.241 2.043 -4.485  C35 1.090
64 H 4.238 -6.671 -4.562  C26 1.090
65 H -9.117 -7.451 -2.446  C30 1.090
66 H -9.793 -3.554 -2.322  C21 1.090
67 H -1.012 0.658 -1.754  C22 1.090
68 H -11.027 -2.855 -3.318  C21 1.090
69 H 2.026 10.056 3.797  C39 1.080
70 H 2.347 7.767 3.641  O16 0.960
71 H -6.507 -1.979 -3.453  C40 1.090
72 H -6.422 -8.630 -0.499  C44 1.090
73 H 6.555 5.649 -3.316  C38 1.090
74 H 2.359 -2.925 -4.481  C28 1.090
75 H -2.978 -5.545 0.389  C46 1.090
76 H 4.769 -4.990 1.437  C42 1.090
77 H -12.543 -1.118 -2.532  C19 1.090
78 H -1.457 -1.379 -0.618  C48 1.090
79 H 3.259 -7.671 -7.941  C36 1.090
80 H 2.906 3.127 -3.760  C35 1.090
81 H 4.741 5.849 -0.152  C34 1.090
82 H 3.125 -1.122 3.388  C18 1.090
83 H 6.229 -2.789 2.902  C17 1.090
84 H 8.330 -4.050 0.263  C23 1.090
85 H -4.663 -5.994 0.690  C46 1.090
86 H -12.268 -0.545 -1.024  C19 1.090
87 H 1.014 2.878 0.172  C29 1.090
88 H 0.925 1.406 1.328  C29 1.090
89 H -6.806 -0.436 -2.384  C40 1.090
90 H -1.041 12.199 1.021  O3 0.960
91 H 2.819 3.225 5.345  C24 1.080
92 H -6.261 -1.987 -1.622  C40 1.090
93 H 4.013 -5.109 -5.306  C26 1.090
94 H 1.770 -6.563 -4.057  C41 1.090
95 H 5.582 -3.630 0.734  C42 1.090
96 H 8.171 -3.346 1.873  C23 1.090
97 H -6.476 -6.804 -0.524  C44 1.090
98 H -0.984 9.091 0.074  C47 1.080
99 H -4.548 -8.411 -2.271  C43 1.090
100 H -9.192 -0.612 -3.235  C45 1.090
101 H 4.425 -1.532 4.315  C18 1.090
102 H 2.177 1.939 0.243  C29 1.090
103 H -1.456 1.049 1.833  C52 1.090
104 H 1.394 3.489 10.410  O6 0.960
105 H -1.285 1.666 -0.473  C22 1.090
106 H 0.899 11.908 2.678  C37 1.080
107 H -8.836 -7.175 -0.788  C30 1.090
108 H 2.848 4.939 9.999  C33 1.080
109 H -1.550 -0.300 2.775  C52 1.090
110 H 0.658 -2.790 -4.884  C28 1.090
111 H 4.348 -6.312 -7.611  C36 1.090
112 H 1.272 -3.273 -3.204  C28 1.090
113 H 3.541 3.229 -5.493  C35 1.090
114 H -8.822 -8.929 -1.337  C30 1.090
115 H -0.313 -1.044 0.680  C48 1.090
116 H 1.514 2.128 7.232  C27 1.080
117 H -11.120 -0.035 -2.243  C19 1.090
118 H 3.992 5.717 -3.765  C49 1.090
119 H 3.832 4.647 -2.350  C49 1.090
120 H 5.330 5.547 6.224  O10 0.960
121 H 3.813 6.927 -1.316  C34 1.090
122 H 4.424 -7.885 -6.700  C36 1.090
123 H -0.193 7.250 1.327  C25 1.080
124 H 6.404 4.852 -2.010  C38 1.090

Atomic partial charges in e from the Mulliken method, atoms 1 to 5:
1 O -0.371
2 O -0.342
3 O -0.513
4 O -0.353
5 O -0.386



Which structure above is the least stable? It is two.